Entry 1:
# C31H36ClF3FeNPSSe2Si

A structure of composition C31H36ClF3FeNPSSe2Si (ωB97M-V/def2-TZVPD, the Open Molecules 2025 dataset).

Geometry as ORCA input:
```
! wB97M-V def2-TZVPD RIJCOSX def2/J DEFGRID3
* xyz 0 5
Fe 1.46 -1.38 0.37
C -3.92 2.32 1.50
Si -3.72 0.55 2.04
C -4.45 -0.55 0.74
C -4.66 0.29 3.63
C -1.89 0.33 2.44
C -1.42 1.08 3.51
C -0.07 1.10 3.86
C 0.80 0.40 3.06
N 0.38 -0.32 2.02
C -0.93 -0.42 1.72
S -1.27 -1.49 0.40
H -4.97 2.57 1.38
H -3.43 2.47 0.53
H -3.47 3.01 2.21
H -5.52 -0.33 0.68
H -4.31 -1.61 0.96
H -3.99 -0.35 -0.24
H -5.73 0.40 3.45
H -4.37 1.01 4.40
H -4.48 -0.71 4.03
H -2.12 1.66 4.10
H 0.29 1.67 4.71
H 1.87 0.42 3.23
C -0.72 -4.05 2.65
Se 1.10 -3.68 2.12
C 1.21 -4.99 0.70
C 0.37 -4.68 -0.52
Se 0.89 -3.11 -1.54
C 2.56 -3.82 -2.25
H -0.78 -5.07 3.03
H -1.41 -3.87 1.84
H -0.95 -3.35 3.46
H 0.92 -5.95 1.12
H 2.27 -5.05 0.45
H -0.68 -4.50 -0.26
H 0.39 -5.51 -1.23
H 2.38 -4.79 -2.70
H 3.31 -3.88 -1.47
H 2.89 -3.12 -3.02
Cl 3.68 -0.68 -1.31
C 2.95 -0.08 -2.78
C 3.63 -0.28 -3.97
C 3.07 0.21 -5.14
C 1.87 0.90 -5.10
C 1.21 1.09 -3.89
C 1.75 0.60 -2.69
P 0.90 0.76 -1.06
C 1.71 2.22 -0.31
C 2.88 2.78 -0.79
C 3.49 3.83 -0.12
C 2.93 4.33 1.04
C 1.75 3.78 1.53
C 1.15 2.73 0.86
C -0.73 1.38 -1.59
C -1.11 2.72 -1.51
C -2.35 3.13 -1.98
C -3.22 2.22 -2.54
C -2.85 0.88 -2.64
C -1.62 0.47 -2.16
H 4.57 -0.81 -3.97
H 3.58 0.06 -6.08
H 1.43 1.29 -6.01
H 0.28 1.63 -3.87
H 3.33 2.41 -1.71
H 4.41 4.25 -0.51
H 3.40 5.15 1.57
H 1.30 4.16 2.44
H 0.23 2.30 1.26
H -0.43 3.45 -1.09
H -2.63 4.17 -1.90
H -4.19 2.54 -2.90
H -3.53 0.15 -3.07
H -1.34 -0.58 -2.22
F 3.85 -2.57 1.11
C 3.28 -1.31 1.59
F 3.22 -1.53 2.93
F 4.33 -0.46 1.43
*
```

Results
orbital gap (alpha / beta): 7.69 / 7.63 eV
HOMO level (alpha / beta): -7.306 / -7.256 eV
energy above the lowest of the compared OMol25 structures with the same formula, charge and spin: 10.6 kcal per mole
LUMO level (alpha / beta): 0.4 / 0.4 eV

---

Entry 2:
# C22H37ClMgO4Si

A structure of composition C22H37ClMgO4Si (ωB97M-V/def2-TZVPD, the Open Molecules 2025 dataset).

Geometry as ORCA input:
```
! wB97M-V def2-TZVPD RIJCOSX def2/J DEFGRID3
* xyz -2 1
C 2.22 -2.19 -1.71
C 2.49 -2.04 -3.10
C 1.25 -2.17 -3.80
H 3.47 -1.81 -3.57
C 0.19 -2.21 -2.85
C 0.80 -2.30 -1.56
H 0.26 -2.43 -0.64
H 2.96 -2.21 -0.91
H 1.12 -2.22 -4.90
H -0.87 -2.18 -3.06
Mg 0.99 0.78 -2.75
Cl 3.09 1.64 -1.96
C 1.20 1.90 -4.61
C -0.04 1.21 -4.88
C 0.29 0.01 -5.58
H -1.05 1.61 -4.75
C 1.71 -0.08 -5.67
C 2.27 1.05 -5.06
H 3.35 1.24 -4.97
H 1.30 2.93 -4.23
H -0.41 -0.67 -6.05
H 2.26 -0.85 -6.23
C 1.10 3.40 1.28
C 0.98 2.18 2.19
C 2.29 2.01 2.97
C -0.16 2.41 3.20
O 0.83 1.00 1.38
Si -0.31 0.31 0.42
O -0.20 0.51 -1.16
O -0.33 -1.27 0.98
C 0.23 -1.85 2.21
C 1.75 -1.94 2.15
C -0.17 -1.11 3.49
C -0.35 -3.25 2.35
O -1.70 0.94 1.06
C -3.03 0.41 0.93
C -3.34 -0.04 -0.50
C -3.29 -0.73 1.90
C -3.99 1.48 1.39
H 1.37 4.27 1.88
H 0.13 3.61 0.79
H 1.87 3.24 0.51
H 2.46 2.90 3.60
H 2.25 1.12 3.62
H 3.14 1.90 2.27
H -1.10 2.68 2.68
H -0.32 1.53 3.83
H 0.15 3.26 3.85
H 2.18 -0.94 2.08
H 2.10 -2.42 3.08
H 2.07 -2.55 1.30
H -1.22 -0.82 3.47
H -0.01 -1.81 4.35
H 0.47 -0.24 3.64
H -1.43 -3.24 2.53
H -0.15 -3.89 1.49
H 0.10 -3.75 3.21
H -2.74 -0.90 -0.83
H -4.40 -0.36 -0.48
H -3.24 0.77 -1.22
H -3.17 -0.37 2.93
H -4.34 -1.06 1.77
H -2.63 -1.59 1.73
H -3.80 1.71 2.45
H -3.89 2.39 0.80
H -5.02 1.10 1.29
*
```

Results
orbital gap: 4.33 eV
HOMO level: 0.115 eV
LUMO level: 4.4 eV

---

Entry 3:
# C3H4N2O2

The molecule C3H4N2O2 (ωB97M-V/def2-TZVPD, the Open Molecules 2025 dataset).

Geometry as ORCA input:
```
! wB97M-V def2-TZVPD RIJCOSX def2/J DEFGRID3
* xyz 0 1
N -1.80 -0.46 0.09
C -0.52 -0.16 -0.10
C -0.19 1.16 0.26
O 1.23 1.15 0.45
C 1.72 -0.07 0.11
O 2.86 -0.44 0.19
N 0.61 -0.85 -0.34
H -2.28 -1.12 -0.51
H -1.86 0.67 0.62
H -0.46 1.98 -0.38
H 0.71 -1.86 -0.38
*
```

Results
orbital gap: 8.77 eV
HOMO level: -8.326 eV
energy above the lowest of the compared OMol25 structures with the same formula, charge and spin: 85.5 kcal per mole
LUMO level: 0.4 eV
SMILES string: Nc1coc(=O)[nH]1

---

Entry 4:
# C6H9NO4S

The molecule C6H9NO4S (ωB97M-V/def2-TZVPD, the Open Molecules 2025 dataset).

Geometry as ORCA input:
```
! wB97M-V def2-TZVPD RIJCOSX def2/J DEFGRID3
* xyz 0 1
C 0.36 1.28 1.21
C -0.57 -1.12 1.42
C 0.54 -0.55 -2.24
C -0.10 0.87 -2.06
C -0.44 0.20 0.80
C 1.45 1.05 2.21
N -1.47 -1.94 0.93
O 0.15 2.37 0.63
O 0.21 -1.45 2.29
O -2.23 -0.24 -1.22
O 1.40 -0.86 -1.31
S -1.24 0.72 -0.68
H -0.28 -1.31 -2.59
H 1.03 -0.38 -3.18
H 0.48 1.69 -1.87
H -0.73 1.18 -2.83
H 1.81 1.98 2.36
H 2.21 0.40 1.85
H 0.92 0.43 2.95
H -1.88 -1.46 0.18
H -1.63 -2.86 1.16
*
```

Results
orbital gap (alpha / beta): 5.50 / 5.61 eV
HOMO level (alpha / beta): -8.874 / -9.012 eV
energy above the lowest of the compared OMol25 structures with the same formula, charge and spin: 88.2 kcal per mole
LUMO level (alpha / beta): -3.4 / -3.4 eV

---

Entry 5:
# C3H3NS2

A cluster of 2 separate species, C3H3NS2 in total (ωB97M-V/def2-TZVPD, the Open Molecules 2025 dataset).

Geometry as ORCA input:
```
! wB97M-V def2-TZVPD RIJCOSX def2/J DEFGRID3
* xyz 0 1
C -0.82 -0.03 1.60
C 2.35 -0.30 -0.36
C -1.16 0.27 -0.76
N -1.16 0.15 0.47
S 2.57 0.92 -1.28
S 2.09 -1.45 0.63
H -1.54 -0.25 2.42
H -1.20 -0.52 -1.49
H -1.13 1.21 -1.22
*
```

Results
orbital gap: 8.18 eV
HOMO level: -8.021 eV
energy above the lowest of the compared OMol25 structures with the same formula, charge and spin: 54.3 kcal per mole
LUMO level: 0.2 eV

---

Entry 6:
# C29H35F5N3OSTeTi

A structure of composition C29H35F5N3OSTeTi (ωB97M-V/def2-TZVPD, the Open Molecules 2025 dataset).

Geometry as ORCA input:
```
! wB97M-V def2-TZVPD RIJCOSX def2/J DEFGRID3
* xyz 0 4
Ti -1.48 2.28 -0.99
N -1.97 3.90 0.28
C -2.26 5.11 -0.48
C -3.57 4.96 -1.25
C -3.48 3.97 -2.41
N -3.40 2.60 -1.89
H -2.69 3.76 0.99
H -1.06 3.98 0.75
H -1.43 5.25 -1.19
H -2.33 5.99 0.17
H -3.86 5.94 -1.64
H -4.36 4.63 -0.56
H -2.58 4.15 -3.00
H -4.36 4.10 -3.07
H -3.27 1.94 -2.66
H -4.26 2.37 -1.39
F -6.09 -2.04 0.59
C -5.00 -1.54 -0.02
C -4.32 -0.46 0.51
F -4.71 0.12 1.67
C -3.22 0.07 -0.16
F -2.55 1.14 0.43
C -2.74 -0.45 -1.39
S -1.39 0.24 -2.21
C -3.45 -1.55 -1.89
F -3.08 -2.09 -3.07
C -4.53 -2.10 -1.23
F -5.17 -3.16 -1.74
C 2.06 3.23 -2.07
C 0.67 2.96 -1.53
O -0.36 3.29 -2.23
N 0.40 2.44 -0.38
Te 0.80 0.47 0.92
C 0.70 -1.29 -0.32
C -0.08 -2.37 0.08
C -1.05 -2.33 1.23
C 0.01 -3.57 -0.62
C 0.83 -3.70 -1.73
C 0.96 -4.99 -2.47
C 1.49 -2.57 -2.19
C 1.42 -1.36 -1.51
C 2.01 -0.15 -2.14
C 2.32 -0.51 2.23
C 1.97 -1.19 3.39
C 0.59 -1.16 3.99
C 2.94 -1.89 4.10
C 4.27 -1.87 3.70
C 5.33 -2.64 4.44
C 4.62 -1.08 2.62
C 3.67 -0.40 1.89
C 4.16 0.46 0.76
H 2.22 2.65 -2.97
H 2.81 2.98 -1.32
H 2.14 4.29 -2.33
H -1.31 -1.30 1.47
H -0.62 -2.80 2.11
H -1.96 -2.86 0.96
H -0.57 -4.41 -0.28
H 0.42 -5.79 -1.97
H 2.01 -5.27 -2.56
H 0.56 -4.88 -3.48
H 2.06 -2.64 -3.10
H 2.62 -0.40 -3.01
H 2.62 0.42 -1.44
H 1.19 0.49 -2.47
H -0.12 -0.67 3.33
H 0.63 -0.60 4.93
H 0.24 -2.17 4.23
H 2.65 -2.45 4.98
H 4.89 -3.22 5.24
H 6.07 -1.96 4.85
H 5.84 -3.31 3.75
H 5.67 -1.01 2.35
H 4.26 -0.13 -0.15
H 5.14 0.87 0.99
H 3.47 1.29 0.58
*
```

Results
orbital gap (alpha / beta): 5.06 / 6.91 eV
HOMO level (alpha / beta): -5.014 / -7.549 eV
LUMO level (alpha / beta): 0.0 / -0.6 eV

---

Entry 7:
# C5H10F3O2PS

The molecule C5H10F3O2PS (ωB97M-V/def2-TZVPD, the Open Molecules 2025 dataset).

Geometry as ORCA input:
```
! wB97M-V def2-TZVPD RIJCOSX def2/J DEFGRID3
* xyz 0 1
C 1.61 1.83 -0.98
C 0.34 2.32 -0.32
O -0.73 1.40 -0.63
P -1.07 0.14 0.30
S -0.97 0.29 2.19
O -0.40 -1.11 -0.43
C 0.35 -2.10 0.34
C 1.68 -1.85 1.03
C -2.91 -0.16 -0.49
F -3.13 -1.54 -0.40
F -3.14 0.24 -1.70
F -3.78 0.44 0.37
H 1.77 0.72 -0.57
H 1.47 1.89 -2.02
H 2.33 2.57 -0.73
H -0.02 3.31 -0.69
H 0.37 2.37 0.73
H -0.26 -2.45 1.11
H 0.40 -2.89 -0.48
H 2.53 -1.93 0.33
H 1.72 -0.83 1.28
H 1.84 -2.64 1.74
*
```

Results
orbital gap: 10.51 eV
HOMO level: -9.789 eV
LUMO level: 0.7 eV
SMILES string: CCOP(=S)(OCC)C(F)(F)F

---

Entry 8:
# CHF2P

A cluster of 2 separate species, CHF2P in total (ωB97M-V/def2-TZVPD, the Open Molecules 2025 dataset).

Geometry as ORCA input:
```
! wB97M-V def2-TZVPD RIJCOSX def2/J DEFGRID3
* xyz 0 1
F 2.27 2.02 1.17
C 1.26 1.25 1.42
P 0.30 0.32 2.23
F -0.21 -0.61 -0.29
H -0.83 -0.78 0.44
*
```

Results
orbital gap: 9.80 eV
HOMO level: -9.885 eV
energy above the lowest of the compared OMol25 structures with the same formula, charge and spin: 26.5 kcal per mole
LUMO level: -0.1 eV
SMILES string: FC#P.F

---

Entry 9:
# C33H50Br4Cl4K2MgN3O13

A structure of composition C33H50Br4Cl4K2MgN3O13 (ωB97M-V/def2-TZVPD, the Open Molecules 2025 dataset).

Geometry as ORCA input:
```
! wB97M-V def2-TZVPD RIJCOSX def2/J DEFGRID3
* xyz 1 1
C 4.76 -0.30 4.37
O 5.49 -0.63 3.16
C 4.82 0.02 2.07
C 5.77 0.34 0.86
C 5.00 0.69 -0.49
C 3.77 1.63 -0.11
C 3.11 2.37 -1.35
C 3.06 3.95 -1.24
C 2.67 4.53 0.18
C 1.28 5.32 0.08
C 0.72 5.60 1.55
C -0.70 6.28 1.56
C -1.89 5.25 1.38
C -2.01 4.65 -0.09
C -1.77 3.10 -0.07
N -0.82 2.58 0.79
C -0.48 1.24 0.92
C -1.15 0.22 0.14
C -0.64 -1.27 0.37
C 0.37 -1.81 -0.70
C 1.01 -3.20 -0.63
C 0.63 -4.04 0.55
C -0.36 -3.51 1.58
C -1.00 -2.13 1.51
C -2.26 0.70 -0.84
C -3.09 -0.34 -1.73
C -4.49 -0.55 -0.99
N -5.34 0.41 -1.05
C -2.53 2.15 -0.93
C -3.59 2.77 -1.91
C -2.78 3.60 -3.00
O -2.91 2.99 -4.34
C -1.66 3.03 -4.90
O -1.10 2.02 -5.34
H 4.95 -1.14 5.09
H 3.66 -0.21 4.19
H 5.22 0.65 4.78
H 4.40 0.98 2.49
H 3.91 -0.59 1.75
H 6.42 -0.56 0.63
H 6.38 1.25 1.11
H 5.66 1.31 -1.16
H 4.62 -0.22 -1.03
H 2.97 0.94 0.31
H 4.12 2.31 0.71
H 2.11 1.90 -1.58
H 3.77 2.14 -2.24
H 4.01 4.39 -1.62
H 2.24 4.29 -1.96
H 3.47 5.26 0.47
H 2.52 3.76 0.98
H 1.48 6.32 -0.39
H 0.60 4.66 -0.52
H 0.80 4.70 2.22
H 1.44 6.36 1.99
H -0.84 6.75 2.58
H -0.80 7.11 0.81
H -2.84 5.82 1.58
H -1.86 4.43 2.15
H -1.36 5.18 -0.83
H -3.07 4.83 -0.43
H -0.30 3.24 1.38
H 0.31 0.95 1.65
H 0.65 -1.13 -1.55
H 1.73 -3.50 -1.43
H 1.12 -5.04 0.63
H -0.57 -4.21 2.43
H -1.70 -1.76 2.31
H -3.23 0.04 -2.77
H -2.48 -1.28 -1.71
H -4.75 -1.50 -0.45
H -6.20 0.15 -0.55
H -4.17 2.00 -2.48
H -4.25 3.46 -1.32
H -1.69 3.55 -2.73
H -3.08 4.69 -3.00
H -1.15 4.09 -4.89
O -0.69 -0.21 4.41
H -1.41 0.10 4.97
H -0.77 0.31 3.61
Br -1.07 -0.25 -3.40
K 0.47 3.18 -5.74
O -0.77 -6.88 -0.86
Cl -1.87 -7.13 0.05
O -1.38 -7.18 1.40
O -2.51 -8.37 -0.30
O -2.83 -6.05 -0.04
Mg 0.31 0.08 -7.10
C -4.61 -1.76 -5.66
Cl -4.37 -2.76 -4.21
Cl -6.27 -1.92 -6.24
Cl -4.23 -0.07 -5.32
H -3.94 -2.12 -6.43
C -0.11 -6.15 4.72
C -0.26 -7.19 5.78
O 0.79 -7.53 6.38
O -1.40 -7.63 5.97
H 0.94 -5.83 4.63
H -0.43 -6.55 3.76
H -0.72 -5.28 4.97
C -1.72 -5.97 -4.89
Br -1.12 -4.63 -3.62
Br -2.53 -7.47 -4.00
Br -2.88 -5.22 -6.25
H -0.83 -6.34 -5.40
N 2.97 -3.60 5.44
O 4.11 -3.19 5.53
O 2.11 -3.25 6.25
O 2.66 -4.38 4.52
K -1.71 -2.80 -1.84
*
```

Results
orbital gap: 1.90 eV
HOMO level: -9.599 eV
energy above the lowest of the compared OMol25 structures with the same formula, charge and spin: 0.0 kcal per mole
LUMO level: -7.7 eV

---

Entry 10:
# C23H28FOSi

A structure of composition C23H28FOSi (ωB97M-V/def2-TZVPD, the Open Molecules 2025 dataset).

Geometry as ORCA input:
```
! wB97M-V def2-TZVPD RIJCOSX def2/J DEFGRID3
* xyz 1 1
F 4.49 3.57 3.33
C 4.01 2.28 3.39
C 4.92 1.23 3.47
C 4.44 -0.08 3.41
C 3.09 -0.33 3.16
C 2.22 0.73 2.83
C 0.86 0.42 2.28
C -0.32 1.03 2.97
C -1.46 0.20 3.08
C -2.72 0.78 3.26
C -2.85 2.17 3.43
C -1.69 2.97 3.57
C -0.42 2.36 3.46
C 2.66 2.06 3.08
H 5.99 1.44 3.58
H 5.13 -0.93 3.48
H 2.70 -1.34 3.19
H 0.71 -0.67 2.10
H -1.36 -0.86 2.93
H -3.60 0.15 3.20
H -3.83 2.63 3.51
H -1.76 4.04 3.71
H 0.44 2.97 3.69
H 2.05 2.92 2.82
C -1.33 -2.82 -4.84
C -0.30 -2.27 -3.86
Si -1.13 -1.02 -2.73
C -1.79 0.44 -3.70
C -0.78 1.13 -4.62
C -2.55 -1.75 -1.76
C -2.15 -2.93 -0.89
C 0.07 -0.44 -1.46
C 1.45 -0.60 -1.36
C 1.86 0.06 -0.22
C 0.75 0.67 0.38
O -0.34 0.39 -0.45
H -0.86 -3.56 -5.50
H -2.18 -3.30 -4.33
H -1.76 -2.02 -5.48
H 0.16 -3.08 -3.28
H 0.52 -1.78 -4.41
H -2.68 0.13 -4.27
H -2.14 1.15 -2.95
H -1.28 1.95 -5.16
H 0.04 1.56 -4.04
H -0.34 0.45 -5.36
H -2.94 -0.94 -1.12
H -3.37 -2.03 -2.44
H -3.04 -3.29 -0.35
H -1.74 -3.77 -1.48
H -1.39 -2.65 -0.15
H 2.01 -1.20 -2.03
H 2.86 0.10 0.17
H 0.67 1.70 0.80
*
```

Results
orbital gap: 6.84 eV
HOMO level: -12.091 eV
energy above the lowest of the compared OMol25 structures with the same formula, charge and spin: 28.8 kcal per mole
LUMO level: -5.2 eV

---

Entry 11:
# C14H21NO

The molecule C14H21NO (ωB97M-V/def2-TZVPD, the Open Molecules 2025 dataset).

Geometry as ORCA input:
```
! wB97M-V def2-TZVPD RIJCOSX def2/J DEFGRID3
* xyz 0 1
C 2.28 0.15 -1.43
C 2.18 0.13 -0.15
C 3.48 0.11 0.68
C 1.56 1.60 0.38
N 0.11 2.00 -0.07
C -1.01 1.88 0.63
O -0.80 1.47 1.82
C -2.21 2.13 0.06
C -2.65 0.95 -1.12
C -3.05 -0.43 -0.25
C -1.71 -1.08 0.01
C -1.09 -1.79 -0.77
C -0.02 -2.62 -0.63
C 0.27 -2.64 0.95
C -0.36 -1.97 1.82
C -1.51 -1.26 1.58
H 2.90 -0.79 -1.77
H 1.40 0.20 -1.98
H 2.84 0.94 -1.99
H 1.55 -0.48 0.23
H 4.10 0.86 0.41
H 3.46 0.32 1.59
H 3.93 -0.74 0.30
H 1.44 1.66 1.48
H 2.17 2.67 0.03
H 0.01 1.77 -1.10
H -2.18 2.97 -0.62
H -2.97 2.17 0.81
H -3.58 1.30 -1.41
H -1.81 0.64 -1.66
H -3.61 -0.22 0.61
H -3.58 -0.85 -1.10
H -1.42 -1.79 -1.82
H 0.64 -2.96 -1.33
H 1.25 -3.53 1.08
H 0.00 -2.15 2.80
H -2.02 -0.63 1.93
*
```

Results
orbital gap: 8.51 eV
HOMO level: -8.120 eV
energy above the lowest of the compared OMol25 structures with the same formula, charge and spin: 275.7 kcal per mole
LUMO level: 0.4 eV
SMILES string: CC(C)CNC(=O)CCCc1ccccc1

---

no.,calculated total energy (eV)
1,-247979.9126
2,-57456.6363
3,-10248.5556
4,-26877.3338
5,-26316.9330
6,-91988.1505
7,-37719.4382
8,-15774.0145
9,-434439.5012
10,-36939.4274
11,-18385.4847